No. 1
C3H6N2O2 | ωB97M-V/def2-TZVPD

## Properties
Total charge: 0
E_LUMO: 0.85 eV
HOMO: -8.513 eV
Frontier orbital gap: 9.36 eV
Relative energy (zero: lowest compared OMol25 entry of this formula, charge and spin): 4.216 eV

Last column: Mulliken charge in e.
Geometry (Å):
C 1.49098 -0.33994 -0.23894  0.6718
N -2.49396 0.63134 0.63958  -0.3968
C -1.58792 -0.20479 0.08711  0.0681
C 2.14055 0.79993 -0.41654  -0.7873
O 0.32783 -0.78734 -0.95712  -0.2511
O 1.97312 -1.36207 0.51143  -0.5021
N -0.54377 0.23458 -0.49760  -0.5353
H 1.52561 -2.17432 0.24317  0.3461
H -2.40620 1.60673 0.40318  0.2483
H -3.41893 0.29271 0.82673  0.2297
H -1.75720 -1.27199 0.25005  0.3278
H 1.66547 1.62035 -0.92024  0.3039
H 3.08442 0.95479 0.06918  0.2769

=====

No. 2
C2H10O2Si2 | ωB97M-V/def2-TZVPD

## Properties
Total charge: 0
E_LUMO: 0.24 eV
HOMO: -8.323 eV
Frontier orbital gap: 8.56 eV
Relative energy (zero: lowest compared OMol25 entry of this formula, charge and spin): 4.596 eV

Last column: Mulliken charge in e.
Geometry (Å):
C 1.51732 1.41267 -0.24148  -1.1297
C 0.14490 -0.63603 2.07724  -1.0588
O -2.31228 1.51787 1.89425  -0.6460
O 0.22637 -0.92475 -0.89373  0.1324
Si -0.20150 -1.74036 -2.22824  0.1928
Si 0.62604 -0.15182 0.44867  0.4202
H 1.20756 1.59534 -1.28587  0.3353
H 1.04103 2.23839 0.19624  0.3741
H 2.56015 1.49041 -0.21920  0.3747
H -1.62209 1.76548 1.21845  0.2969
H -0.67495 -1.41020 2.03040  0.2889
H 0.09313 0.15694 2.89204  0.3362
H -2.23398 0.54940 2.01643  0.3537
H -1.56245 -1.42703 -2.34747  -0.0949
H 0.37151 -3.17423 -2.25863  -0.0786
H 0.81925 -1.26209 -3.29911  -0.0973

=====

No. 3
C3H3N3O | ωB97M-V/def2-TZVPD

## Properties
Total charge: 0
E_LUMO: 0.09 eV
HOMO: -10.437 eV
Frontier orbital gap: 10.53 eV
Relative energy (zero: lowest compared OMol25 entry of this formula, charge and spin): 1.764 eV

Last column: Mulliken charge in e.
Geometry (Å):
C -0.91485 0.27769 0.41700  0.5301
C 1.02093 -0.90548 0.28419  0.0918
C 0.40395 0.38113 -1.47925  0.1655
H -2.09573 0.23028 1.91848  0.4169
H 1.92515 -1.48214 0.74929  0.3125
H 0.99899 0.92567 -2.21976  0.3335
N 0.04229 -0.45549 1.20491  -0.4874
N 1.24574 -0.62602 -1.08459  -0.4900
N -0.56856 0.86233 -0.79158  -0.4183
O -2.05790 0.79203 1.00130  -0.4546

=====

No. 4
C23H16FN7O10ReS | ωB97M-V/def2-TZVPD

## Properties
Total charge: 0
E_LUMO (spin up / spin down): -2.88 / -2.66 eV
Spin multiplicity: 2
HOMO (spin up / spin down): -8.197 / -8.215 eV
Frontier orbital gap (spin up / spin down): 5.32 / 5.55 eV
Relative energy (zero: lowest compared OMol25 entry of this formula, charge and spin): 2.492 eV
Expectation value of S²: 1.214

Last column: Mulliken charge in e.
Geometry (Å):
Re -1.10786 0.25770 0.18767  1.9285
N 8.14132 -0.42161 -2.91130  -0.5496
C 6.80703 -0.35354 -2.54396  0.8672
C 6.25617 0.84394 -2.08156  -0.6178
C 4.91398 0.93183 -1.75896  -0.1217
C 4.11186 -0.18765 -1.89325  -0.2591
C 4.63256 -1.38516 -2.34822  -0.5401
C 5.97441 -1.46652 -2.67637  -0.5314
S 2.29091 -0.14163 -0.04064  0.3804
O 3.12283 0.78198 0.69204  -0.5601
O 2.74301 -0.10905 -1.62468  -0.1875
N 0.81032 0.61980 -0.37009  -0.4539
C 0.67572 1.95688 -0.66451  0.7006
N 1.57461 2.82099 -1.06747  -0.3122
C 1.09686 4.04076 -1.33207  -0.1777
C -0.24347 4.39284 -1.23059  -0.8969
C -1.12700 3.41259 -0.81929  0.2022
N -0.65631 2.20763 -0.52376  -0.2295
H 8.75186 0.28274 -2.53443  0.2191
H 8.55318 -1.33785 -2.95751  0.2152
H 6.88961 1.71676 -1.97947  0.2687
H 4.48057 1.85590 -1.40172  0.4087
H 3.98318 -2.24445 -2.45198  0.4493
H 6.38278 -2.40008 -3.04350  0.2848
H 1.82898 4.77168 -1.65332  0.4358
H -0.58277 5.38829 -1.46920  0.4037
H -2.19230 3.57554 -0.71782  0.4786
O -7.98176 -0.39248 -0.60344  -0.6782
C -7.23735 -0.30375 -1.58133  0.3340
O -7.40954 -0.20533 -2.79675  -0.6812
C -5.74786 -0.21507 -1.17782  0.4097
C -4.75445 -0.74374 -1.98829  -0.8212
C -3.42898 -0.65294 -1.60731  -0.0941
N -3.07191 -0.02632 -0.48144  -0.1384
C -4.03900 0.48331 0.32073  0.9056
C -5.37204 0.39229 0.02464  -0.8491
C -3.51029 1.10128 1.56552  0.1586
O -4.09853 1.60917 2.45731  -0.5347
O -2.10895 0.99656 1.59765  -0.7462
H -5.03184 -1.19863 -2.92935  0.4757
H -2.62523 -1.06244 -2.20743  0.5260
H -6.12608 0.75858 0.70880  0.5926
F -3.39989 -2.89029 4.86236  -0.3030
C -2.40029 -2.17787 4.34051  0.2877
C -1.60938 -2.68004 3.39212  -0.0839
N -0.56726 -1.94361 2.84837  0.1919
C 0.33710 -2.55469 1.90437  -1.0718
C -0.16782 -2.65165 0.47287  0.5738
O 0.14380 -3.54982 -0.24473  -0.5739
O -0.96845 -1.64923 0.06668  -0.7205
C -0.34283 -0.63407 3.20911  0.2934
O 0.48603 0.06260 2.64227  -0.6156
N -1.14862 -0.16718 4.21526  0.0166
C -2.19535 -0.82829 4.87024  0.2804
O -2.82916 -0.30754 5.74780  -0.5867
H -1.74147 -3.68419 3.01321  0.4617
H 0.60781 -3.55553 2.23244  0.4669
H 1.23950 -1.94401 1.87550  0.4534
H -1.01194 0.80458 4.46616  0.2655

=====

No. 5
C4H7ClN2 | ωB97M-V/def2-TZVPD

## Properties
Total charge: 0
E_LUMO: 0.84 eV
HOMO: -9.801 eV
Frontier orbital gap: 10.64 eV
Relative energy (zero: lowest compared OMol25 entry of this formula, charge and spin): 3.794 eV

Last column: Mulliken charge in e.
Geometry (Å):
C 0.52682 0.83901 -0.30958  -0.7839
C -0.55270 0.42959 0.67188  0.3276
C -1.74964 0.46434 -0.29972  -0.7839
C -0.38622 -1.06457 0.89164  -0.2175
H 0.47451 0.27993 -1.29542  0.3554
H 0.29917 1.79109 -0.78799  0.4341
H -0.80627 0.93458 1.77457  0.2996
H -2.80792 0.75442 0.12785  0.3102
H -1.59853 1.17457 -1.09872  0.2975
H -2.43901 -0.96363 -1.09167  0.3366
H 0.06963 -1.64103 1.67746  0.4376
N -1.52326 -0.79456 -1.08707  -0.3434
N -0.99495 -1.73839 0.00516  -0.4685
Cl 2.20037 0.67003 0.14953  -0.2014

=====

No. 6
C21H15AuN6O2S2 | ωB97M-V/def2-TZVPD

## Properties
Total charge: 0
E_LUMO: -0.57 eV
HOMO: -6.777 eV
Frontier orbital gap: 6.20 eV
Relative energy (zero: lowest compared OMol25 entry of this formula, charge and spin): 1.401 eV

Last column: Mulliken charge in e.
Geometry (Å):
Au 0.77839 -0.39174 -0.36423  0.8268
N -3.32993 1.79553 -0.11446  -0.0130
C -2.13024 1.26955 0.21690  -0.3901
N -1.31051 0.78403 -0.63526  -0.3135
C -1.58234 0.82544 -1.98823  0.3522
N -0.84941 0.17030 -2.82552  -0.8061
N 0.26589 -0.39427 -2.43278  0.0732
C 0.76935 -1.43246 -3.04167  -0.7456
C 2.12260 -1.77247 -2.71291  1.0861
C 2.99684 -2.37164 -3.62720  -0.8919
C 4.31306 -2.56525 -3.26429  -0.1109
C 4.74087 -2.14129 -2.00866  -0.8421
C 3.81470 -1.56685 -1.15365  0.0116
N 2.54644 -1.42502 -1.48805  -0.3332
C -2.75699 1.55470 -2.43593  0.6435
C -3.07087 1.75726 -3.77827  -0.3614
C -4.28276 2.31624 -4.13402  -0.7260
C -5.18674 2.70356 -3.15503  -0.4045
C -4.87725 2.55135 -1.81458  -0.8343
C -3.66814 1.97600 -1.45082  0.2493
H -3.97914 2.10444 0.59371  0.2564
H -1.86911 1.24722 1.26602  0.4849
H 0.22845 -1.99343 -3.79792  0.4013
H 2.63034 -2.62764 -4.60896  0.3689
H 5.00855 -3.01561 -3.95831  0.4117
H 5.76342 -2.26884 -1.69355  0.4029
H 4.07603 -1.21916 -0.16371  0.3174
H -2.36211 1.44697 -4.52851  0.4572
H -4.53494 2.44148 -5.17589  0.3995
H -6.14533 3.11173 -3.43350  0.3975
H -5.57017 2.86540 -1.04591  0.3443
O 2.81836 1.58079 2.44098  -0.6372
S 2.69154 0.17022 2.67299  1.0928
O 3.89236 -0.61111 2.57315  -0.6648
N 1.50435 -0.45749 1.67984  -0.3836
C 0.49754 -0.93060 2.37976  0.7295
S -0.84123 -1.54356 1.60530  -0.4610
C 0.59826 -0.77313 3.82844  0.1975
C -0.36827 -1.07298 4.77834  -0.7834
C -0.13516 -0.68988 6.08831  -0.5028
C 1.03934 -0.04280 6.44464  -0.4794
C 2.02169 0.22752 5.49851  -0.5775
C 1.77870 -0.14236 4.19790  0.1124
H -1.27974 -1.57131 4.48672  0.4333
H -0.88600 -0.87927 6.83968  0.3874
H 1.18513 0.27157 7.46614  0.3900
H 2.93419 0.72886 5.77451  0.4350